Model 1:
C34H33N7O2STeTi | ωB97M-V with the def2-TZVPD basis set

The geometry in ORCA input format:
```
! wB97M-V def2-TZVPD RIJCOSX def2/J DEFGRID3
* xyz 0 3
Ti -0.35 0.25 0.48
N -2.01 0.02 -1.03
C -1.81 -1.40 -0.94
C -2.85 -2.31 -0.79
C -2.57 -3.67 -0.82
C -1.27 -4.13 -1.00
C -0.20 -3.23 -1.10
C 1.16 -3.61 -1.25
C 2.14 -2.61 -1.35
C 1.80 -1.29 -1.27
N 0.50 -0.87 -1.12
C -0.48 -1.84 -1.07
H -2.96 0.30 -0.82
H -1.73 0.37 -1.95
H -3.87 -1.96 -0.67
H -3.38 -4.38 -0.71
H -1.07 -5.19 -1.03
H 1.42 -4.66 -1.31
H 3.18 -2.87 -1.49
H 2.54 -0.50 -1.30
C 1.29 4.27 -6.54
O 2.05 3.53 -5.60
C 2.45 4.16 -4.47
C 2.20 5.49 -4.18
C 2.67 6.04 -3.00
C 3.36 5.26 -2.08
C 3.64 3.93 -2.39
C 3.19 3.39 -3.58
N 3.82 5.95 -0.91
N 3.77 5.46 0.23
C 3.15 4.19 0.47
C 3.87 3.20 1.07
C 3.33 1.94 1.33
C 2.01 1.66 1.04
O 1.41 0.51 1.28
C 1.24 2.70 0.44
N -0.05 2.37 0.11
C -0.84 3.29 -0.38
C -0.42 4.61 -0.59
C 0.88 4.95 -0.32
C 1.77 3.98 0.18
H 1.06 3.59 -7.35
H 1.87 5.11 -6.94
H 0.37 4.65 -6.10
H 1.65 6.12 -4.87
H 2.51 7.09 -2.78
H 4.21 3.31 -1.71
H 3.41 2.36 -3.84
H 4.91 3.40 1.32
H 3.93 1.17 1.81
H -1.85 2.99 -0.62
H -1.13 5.34 -0.96
H 1.23 5.96 -0.48
C -0.31 -3.72 2.18
N -0.09 -2.29 2.44
C 1.17 -1.91 2.91
S 1.33 -1.02 4.30
N 2.17 -2.32 2.13
C 3.55 -1.94 2.34
H -1.34 -3.86 1.87
H -0.12 -4.32 3.08
H 0.33 -4.08 1.38
H -0.79 -1.95 3.09
H 1.93 -2.69 1.22
H 3.59 -0.98 2.84
H 4.05 -1.87 1.37
H 4.08 -2.68 2.95
Te -2.24 0.51 2.51
C -3.39 2.04 1.60
C -4.41 1.75 0.69
C -5.12 2.76 0.05
C -4.83 4.09 0.33
C -3.85 4.39 1.26
C -3.13 3.38 1.88
H -4.68 0.71 0.50
H -5.90 2.51 -0.65
H -5.38 4.88 -0.16
H -3.63 5.43 1.50
H -2.36 3.63 2.60
*
```

Summary:
HOMO energy (alpha / beta) ... -0.2112 / -0.2692 Eh



Model 2:
C34H33N7O2STeTi | ωB97M-V with the def2-TZVPD basis set

The geometry in ORCA input format:
```
! wB97M-V def2-TZVPD RIJCOSX def2/J DEFGRID3
* xyz 0 3
Ti -0.62 -0.88 0.87
N -2.26 -1.10 -0.66
C -2.07 -2.53 -0.52
C -3.12 -3.44 -0.36
C -2.84 -4.80 -0.35
C -1.54 -5.26 -0.49
C -0.46 -4.37 -0.61
C 0.89 -4.75 -0.73
C 1.87 -3.76 -0.87
C 1.52 -2.43 -0.85
N 0.24 -2.01 -0.71
C -0.75 -2.97 -0.62
H -3.22 -0.83 -0.48
H -1.97 -0.79 -1.58
H -4.14 -3.08 -0.27
H -3.65 -5.50 -0.24
H -1.35 -6.33 -0.50
H 1.16 -5.80 -0.74
H 2.91 -4.03 -1.00
H 2.27 -1.65 -0.94
C 0.73 3.39 -6.09
O 1.48 2.58 -5.20
C 1.95 3.17 -4.07
C 1.77 4.50 -3.74
C 2.31 4.99 -2.56
C 2.97 4.15 -1.68
C 3.18 2.81 -2.03
C 2.67 2.33 -3.22
N 3.52 4.77 -0.51
N 3.56 4.22 0.60
C 2.89 2.97 0.86
C 3.61 1.97 1.46
C 3.05 0.72 1.73
C 1.73 0.46 1.44
O 1.10 -0.67 1.70
C 0.97 1.51 0.82
N -0.32 1.20 0.50
C -1.12 2.15 0.05
C -0.69 3.48 -0.10
C 0.62 3.79 0.16
C 1.51 2.78 0.59
H 0.42 2.74 -6.90
H 1.33 4.21 -6.49
H -0.16 3.80 -5.60
H 1.24 5.18 -4.40
H 2.20 6.04 -2.30
H 3.74 2.15 -1.39
H 2.83 1.30 -3.52
H 4.65 2.16 1.70
H 3.64 -0.05 2.21
H -2.13 1.87 -0.19
H -1.40 4.22 -0.42
H 0.97 4.81 0.07
C -0.67 -4.93 2.68
N -0.47 -3.50 2.91
C 0.75 -3.10 3.47
S 0.80 -2.16 4.83
N 1.81 -3.51 2.77
C 3.17 -3.13 3.06
H -1.67 -5.08 2.29
H -0.56 -5.51 3.60
H 0.02 -5.31 1.94
H -1.22 -3.14 3.50
H 1.63 -3.92 1.86
H 3.17 -2.16 3.57
H 3.72 -3.05 2.12
H 3.67 -3.86 3.70
Te -2.52 -0.58 2.86
C -3.66 0.94 1.94
C -4.69 0.65 1.05
C -5.38 1.66 0.38
C -5.05 2.99 0.61
C -4.05 3.30 1.53
C -3.36 2.28 2.18
H -5.00 -0.38 0.90
H -6.17 1.41 -0.31
H -5.58 3.78 0.10
H -3.81 4.33 1.74
H -2.57 2.53 2.88
*
```

Summary:
HOMO energy (alpha / beta) ... -0.2104 / -0.2680 Eh



Taking the most stable structure as the zero point, the relative energies in hartree are model 1 0.0000; model 2 0.0030.